{
  "formula": "C24H33GeN8O2PScSe",
  "method": "wB97M-V/def2-TZVPD",
  "species": ["Sc", "Se", "N", "C", "C", "C", "C", "C", "N", "C", "C", "N", "C", "C", "C", "C", "C", "N", "H", "H", "H", "H", "H", "H", "N", "C", "C", "O", "O", "H", "H", "H", "H", "H", "C", "Ge", "C", "C", "C", "H", "H", "H", "H", "H", "H", "H", "H", "H", "H", "C", "N", "C", "N", "C", "N", "C", "P", "C", "C", "H", "H", "H", "H", "H", "H", "H", "H", "H", "H", "H", "H"],
  "xyz": [[-0.281919, -0.110911, -1.421439], [5.765597, -5.025326, -0.006629], [5.670604, -3.263815, -0.258512], [4.421896, -2.982115, -0.503813], [3.937690, -1.629124, -0.761323], [4.771904, -0.511974, -0.792166], [4.224677, 0.722276, -1.067363], [2.855949, 0.815092, -1.269167], [2.037788, -0.235379, -1.219689], [2.581376, -1.447677, -1.000072], [1.658276, -2.576784, -1.018492], [0.373248, -2.275847, -1.254684], [-0.518975, -3.261736, -1.288291], [-0.177949, -4.590303, -1.083043], [1.139239, -4.901619, -0.821535], [2.084780, -3.878282, -0.784331], [3.502733, -4.099937, -0.514568], [4.021710, -5.271616, -0.276858], [5.832075, -0.634516, -0.611763], [4.837960, 1.610273, -1.122914], [2.395539, 1.769191, -1.488396], [-1.546078, -2.970985, -1.471380], [-0.939867, -5.355269, -1.120061], [1.454061, -5.922098, -0.644344], [-3.864645, -0.589386, -2.525924], [-3.036836, -0.582362, -3.715574], [-1.727164, 0.020037, -3.312502], [-1.644927, 1.099219, -2.661206], [-0.658631, -0.664527, -3.422238], [-4.676163, -1.180146, -2.647733], [-4.176325, 0.331482, -2.315363], [-2.542002, -1.034108, -0.762577], [-3.459649, -0.034758, -4.566331], [-2.826742, -1.604032, -4.022756], [0.051695, -2.013304, 2.022195], [-1.812153, -1.504678, 1.601181], [-2.864574, -3.156866, 1.617382], [-2.425873, -0.394323, 3.099156], [-1.980607, -0.487149, -0.059982], [0.152405, -2.144695, 3.100752], [0.768435, -1.244385, 1.714346], [0.337914, -2.954983, 1.546813], [-2.760492, -3.654939, 2.583420], [-2.540753, -3.855899, 0.844247], [-3.923494, -2.945142, 1.463323], [-2.440557, -0.952250, 4.036615], [-3.438484, -0.031598, 2.913061], [-1.769934, 0.467915, 3.234533], [-2.572097, 0.401036, 0.182010], [1.068676, 4.552483, 1.815497], [0.227823, 3.504607, 2.389742], [-1.169115, 3.944541, 2.336495], [-1.617636, 4.316781, 0.994460], [-0.722523, 5.342163, 0.464951], [0.685036, 4.937823, 0.456556], [0.932905, 3.861145, -0.496217], [-0.045748, 2.325294, -0.091202], [0.416459, 2.229555, 1.706468], [-1.695585, 3.159310, 0.114087], [2.108769, 4.219750, 1.815839], [0.990016, 5.435588, 2.450298], [-1.270752, 4.817257, 2.982269], [-1.810295, 3.150321, 2.722176], [-0.813630, 6.230549, 1.090728], [-1.029231, 5.600016, -0.549780], [2.003333, 3.641105, -0.491515], [0.672085, 4.198327, -1.501959], [1.459806, 1.916586, 1.801735], [-0.196542, 1.463898, 2.185688], [-2.400119, 2.437729, 0.527563], [-2.064423, 3.453471, -0.869872]],
  "forces_ev_per_a": [[-0.2, 0.6, 0.2], [-0.1, 0.0, -0.1], [0.0, -0.1, 0.1], [-0.2, -0.1, 0.0], [0.1, 0.0, 0.0], [0.1, 0.0, 0.0], [0.1, 0.0, 0.0], [-0.1, 0.0, 0.0], [0.3, 0.2, 0.0], [-0.1, 0.1, 0.1], [-0.2, -0.1, 0.1], [-0.2, -0.4, 0.1], [0.0, 0.2, 0.0], [0.1, -0.1, 0.0], [0.0, -0.1, 0.0], [0.1, 0.0, 0.0], [0.1, 0.2, 0.0], [0.1, 0.0, 0.0], [0.0, 0.0, 0.0], [0.0, 0.0, 0.0], [0.0, 0.0, 0.0], [0.0, 0.0, 0.0], [0.0, 0.0, 0.0], [0.0, 0.0, 0.0], [-0.3, -0.8, -0.2], [-0.2, 0.1, -0.4], [0.5, 0.3, 0.0], [-0.3, 0.0, 0.1], [0.0, -0.6, 0.0], [0.0, 0.0, -0.1], [-0.3, 0.7, 0.3], [-1.0, -0.8, -0.9], [0.1, 0.0, 0.0], [-0.1, 0.0, -0.1], [0.1, 0.0, 0.0], [0.0, 0.1, 0.1], [0.0, -0.1, 0.0], [0.0, 0.0, 0.0], [1.7, 0.5, 1.3], [0.0, 0.0, 0.0], [0.0, 0.0, 0.0], [0.0, 0.0, 0.0], [0.0, 0.0, 0.0], [0.0, 0.0, 0.0], [0.0, 0.0, 0.0], [0.1, 0.0, 0.0], [0.0, 0.0, 0.0], [-0.1, 0.0, 0.1], [0.0, 0.0, -0.2], [0.0, 0.0, 0.0], [0.0, 0.0, 0.0], [0.0, 0.0, 0.0], [0.0, 0.0, 0.0], [0.0, 0.0, 0.0], [0.0, 0.0, 0.0], [0.0, 0.1, 0.0], [0.0, 0.0, 0.1], [0.0, 0.0, 0.0], [0.1, 0.0, 0.0], [0.0, 0.0, 0.0], [0.0, 0.0, 0.0], [0.0, 0.0, 0.0], [0.0, 0.0, 0.0], [0.0, 0.0, 0.0], [0.0, 0.0, 0.0], [0.0, 0.0, 0.0], [0.0, 0.0, 0.0], [0.0, 0.0, 0.0], [0.0, 0.0, 0.0], [0.0, 0.0, 0.0], [0.0, 0.0, 0.0]],
  "charge": 1,
  "de_lowest_kcal_mol": 9.6,
  "e_tot_ha": -7103.230975
}

{
  "formula": "C5H11NO",
  "method": "wB97M-V/def2-TZVPD",
  "species": ["N", "C", "C", "C", "C", "C", "H", "H", "H", "H", "H", "H", "H", "H", "H", "H", "H", "O"],
  "xyz": [[2.558380, 1.498347, 0.935292], [1.265139, 0.801388, 1.025271], [-2.646327, 0.779842, -2.097596], [-1.375212, 0.564951, -1.697635], [-0.698887, 1.002995, -0.496860], [0.586723, 0.698159, -0.329253], [3.010779, 1.491106, 0.029877], [2.460795, 2.499383, 1.102366], [0.577084, 1.295317, 1.728449], [1.649238, -0.197437, 1.357011], [-3.107112, 0.491212, -3.016198], [-3.222142, 1.309019, -1.341376], [-0.741599, -0.058807, -2.330851], [-1.192087, 1.740151, 0.127056], [1.068650, -0.062251, -0.982672], [-0.139542, -5.272387, 2.424379], [-0.114759, -4.228659, 1.314508], [0.060881, -4.352331, 2.248240]],
  "forces_ev_per_a": [[0.5, 1.8, 0.6], [1.3, 0.0, -1.2], [1.3, 0.6, 2.1], [-0.9, -0.7, -1.8], [0.1, 0.7, -0.9], [0.0, -2.1, 1.6], [-0.3, -0.6, -0.2], [-0.2, -0.2, 0.2], [0.6, -0.4, 0.1], [-1.4, 0.4, 0.0], [0.0, -0.3, -0.3], [-0.5, 0.2, -0.5], [0.0, 0.2, -0.1], [-0.1, -0.3, 0.4], [-0.3, 0.9, 0.0], [0.0, -0.2, 0.0], [0.0, 0.0, -0.2], [0.1, 0.2, 0.2]],
  "charge": 0,
  "de_lowest_kcal_mol": 62.0,
  "smiles": "C=C/C=C/CN.O",
  "e_tot_ha": -327.032535
}

{
  "formula": "C9H12N4",
  "method": "wB97M-V/def2-TZVPD",
  "species": ["C", "C", "C", "C", "C", "C", "C", "C", "C", "N", "N", "N", "N", "H", "H", "H", "H", "H", "H", "H", "H", "H", "H", "H", "H"],
  "xyz": [[-2.840385, 0.885905, 0.659563], [-2.641737, 0.515536, -0.605829], [-2.140615, 0.362304, 1.815814], [-1.516164, 0.005369, -1.344348], [-0.867003, -0.038599, 2.117083], [-0.247628, -0.218327, -0.966283], [0.906146, -0.641703, -1.923660], [2.051602, 0.349270, -1.574254], [1.820465, 0.487845, -0.108082], [2.286923, -0.739681, 0.574853], [1.904135, -0.582974, 1.849621], [0.286866, 0.157550, 1.482631], [0.427470, 0.383494, 0.117654], [-3.605841, 1.461253, 1.078992], [-3.448183, 0.743465, -1.239467], [-2.757056, 0.214353, 2.642656], [-1.736467, -0.330124, -2.287898], [-0.647573, -0.332519, 3.160767], [1.275558, -1.659239, -1.593570], [0.642676, -0.691372, -3.036491], [3.035934, 0.048869, -1.785345], [1.801191, 1.406605, -2.039134], [2.232059, 1.296361, 0.366495], [2.050276, -1.640923, 0.149672], [1.727352, -1.442720, 2.488559]],
  "forces_ev_per_a": [[2.5, -1.2, 5.1], [1.7, 0.0, -3.1], [-1.5, 0.8, -2.9], [-1.4, 0.1, 2.7], [2.9, -0.5, 0.8], [2.4, 0.5, -0.8], [-0.2, -0.8, -0.6], [-2.9, 2.5, -0.9], [0.3, -3.5, -0.7], [1.9, -0.8, 0.2], [0.8, -1.3, 3.2], [-2.2, 0.4, -1.9], [-2.1, 1.1, 1.7], [-1.9, 0.6, -0.6], [-1.0, 0.2, -1.0], [-1.1, 0.3, 1.4], [-0.6, -0.8, -2.2], [-0.3, 0.2, -0.6], [-0.6, 0.8, -0.7], [0.2, 0.1, 1.7], [1.1, -0.4, -0.5], [0.7, -2.1, 0.6], [1.1, 2.0, 1.2], [-0.3, 0.6, -0.1], [0.4, 1.2, -2.2]],
  "charge": 0,
  "de_lowest_kcal_mol": 27.4,
  "e_tot_ha": -568.854135,
  "multiplicity": 3
}

{
  "formula": "C18H37NO21S2",
  "method": "wB97M-V/def2-TZVPD",
  "species": ["C", "S", "O", "O", "C", "O", "S", "O", "O", "O", "C", "N", "H", "H", "H", "H", "H", "H", "H", "C", "O", "C", "O", "O", "C", "H", "H", "H", "H", "H", "H", "C", "O", "C", "O", "O", "C", "H", "H", "H", "H", "H", "H", "C", "O", "C", "O", "O", "C", "H", "H", "H", "H", "H", "H", "C", "O", "C", "O", "O", "C", "H", "H", "H", "H", "H", "H", "C", "O", "C", "O", "O", "C", "H", "H", "H", "H", "H", "H"],
  "xyz": [[6.270872, 3.205062, 0.094469], [4.861721, 4.122916, 0.824629], [4.943691, 4.165244, 2.299921], [4.885905, 5.467494, 0.192117], [3.335819, 3.331170, 0.201648], [3.073328, 1.971962, 0.610841], [1.758447, 1.648117, -0.348214], [2.087343, 1.394054, -1.761188], [0.847925, 0.609069, 0.141421], [1.040026, 3.124303, -0.087407], [1.988543, 4.047683, 0.507516], [1.870377, 5.260056, -0.292492], [5.996502, 2.976785, -0.938843], [7.157042, 3.841873, 0.177597], [6.437754, 2.326124, 0.727350], [3.463453, 3.297974, -0.896715], [1.731976, 4.207018, 1.560192], [1.867564, 6.063036, 0.318836], [1.004117, 5.174399, -0.805494], [-1.278842, -1.014271, 0.967504], [-2.527719, -0.800283, 1.631989], [-3.574515, -1.332914, 1.006844], [-3.544396, -1.949286, -0.022112], [-4.664588, -1.063079, 1.724348], [-5.869063, -1.580810, 1.160348], [-0.510326, -0.540746, 1.564753], [-1.060724, -2.080057, 0.895303], [-1.285710, -0.558927, -0.019421], [-5.825707, -2.667688, 1.093742], [-6.054556, -1.145497, 0.179575], [-6.684831, -1.303836, 1.822900], [-11.269243, 0.403661, -1.185780], [-10.719133, -0.343233, -2.269229], [-9.602775, -1.001291, -1.960634], [-9.060765, -1.006252, -0.890698], [-9.194447, -1.652159, -3.046279], [-7.989878, -2.396833, -2.856511], [-12.167509, 0.891455, -1.556036], [-11.540918, -0.255350, -0.361998], [-10.568406, 1.166357, -0.848361], [-8.124919, -3.162336, -2.093486], [-7.166623, -1.734097, -2.591493], [-7.756487, -2.883779, -3.799509], [11.241488, 5.734674, 4.720847], [9.977888, 5.960742, 5.341540], [8.939625, 5.518264, 4.632413], [8.997802, 4.972237, 3.565372], [7.831244, 5.788070, 5.315540], [6.631608, 5.364057, 4.663521], [12.002083, 6.134392, 5.386964], [11.418663, 4.668461, 4.584282], [11.300779, 6.256117, 3.766189], [6.629950, 4.284557, 4.523868], [6.512236, 5.870617, 3.707837], [5.798542, 5.633870, 5.307923], [7.647546, -1.771683, -0.056708], [6.918553, -0.880776, -0.900343], [5.959488, -1.475260, -1.612899], [5.686982, -2.641104, -1.589658], [5.359955, -0.543582, -2.350927], [4.298746, -1.040115, -3.170211], [8.393384, -1.179255, 0.467876], [6.987767, -2.235446, 0.675544], [8.155241, -2.532753, -0.647678], [3.508497, -1.470723, -2.557211], [4.672124, -1.772803, -3.884732], [3.892172, -0.193562, -3.717255], [-5.615184, -6.210338, -0.824920], [-6.491938, -7.305810, -1.091359], [-7.112754, -7.227825, -2.266257], [-6.990153, -6.346792, -3.070018], [-7.893449, -8.299540, -2.391973], [-8.623510, -8.343334, -3.616746], [-5.171425, -6.384818, 0.151943], [-4.820741, -6.162273, -1.568301], [-6.167779, -5.271804, -0.797276], [-7.945383, -8.378532, -4.468506], [-9.292615, -7.487462, -3.697375], [-9.217792, -9.253575, -3.603229]],
  "forces_ev_per_a": [[-1.0, -0.2, 0.8], [1.8, 3.5, 1.4], [-0.6, -1.1, -2.4], [-0.6, -2.7, 0.6], [-0.2, 0.0, -0.1], [-0.9, -0.4, -1.1], [-2.6, -2.6, -1.6], [0.4, 1.8, 2.9], [2.4, 2.5, 0.4], [1.2, -1.8, 0.1], [0.3, 1.0, -1.5], [0.1, -0.7, 0.6], [0.2, -0.1, 0.2], [-0.5, 0.2, -0.1], [-0.2, 0.0, -0.4], [0.1, 0.5, 0.4], [0.4, -0.4, -0.1], [-0.1, 0.2, -0.2], [-0.1, 0.4, 0.0], [0.2, -0.2, 0.0], [0.0, 0.0, 0.0], [0.1, 0.2, 0.4], [0.0, -0.2, -0.3], [-0.1, 0.0, 0.1], [-0.4, -0.1, -0.1], [-0.2, 0.1, 0.2], [-0.1, 0.0, -0.1], [-0.1, -0.1, 0.0], [0.1, 0.0, -0.1], [0.0, -0.1, 0.0], [0.2, 0.1, 0.1], [-0.2, 0.2, 0.2], [-0.1, 0.1, 0.0], [-0.1, -0.1, -0.4], [0.2, 0.0, 0.4], [0.0, 0.0, -0.1], [0.3, -0.2, -0.1], [0.1, -0.1, -0.2], [0.1, 0.0, 0.0], [0.0, -0.1, 0.1], [0.0, 0.1, 0.1], [-0.1, 0.0, 0.1], [-0.2, 0.1, 0.0], [0.3, 0.0, 0.0], [0.1, 0.0, 0.1], [-0.1, 0.2, 0.4], [0.1, -0.2, -0.3], [0.0, 0.0, 0.1], [-0.4, 0.0, -0.1], [-0.2, 0.0, 0.1], [-0.1, 0.0, -0.1], [-0.1, -0.1, 0.0], [0.1, 0.1, -0.1], [0.1, -0.1, 0.0], [0.2, 0.1, 0.1], [0.3, -0.1, 0.3], [0.1, 0.1, 0.1], [0.0, 0.3, -0.1], [-0.1, -0.3, 0.0], [0.0, 0.1, 0.0], [-0.3, 0.0, -0.3], [-0.1, 0.1, -0.1], [0.0, -0.1, -0.1], [-0.1, -0.1, 0.0], [0.1, -0.1, 0.0], [0.0, -0.1, 0.1], [0.1, 0.1, 0.1], [0.2, 0.2, 0.2], [0.0, 0.0, 0.1], [0.0, -0.3, 0.3], [0.0, 0.3, -0.3], [-0.1, -0.1, 0.0], [-0.2, -0.1, -0.2], [-0.1, -0.2, 0.0], [-0.1, 0.1, -0.1], [0.0, 0.0, -0.1], [0.0, 0.1, 0.0], [0.1, 0.1, -0.1], [0.1, 0.0, 0.2]],
  "charge": 0,
  "e_tot_ha": -3139.180025
}

{
  "formula": "C2H5N3P",
  "method": "wB97M-V/def2-TZVPD",
  "species": ["C", "C", "N", "N", "N", "P", "H", "H", "H", "H", "H"],
  "xyz": [[0.960126, -0.202291, 1.724766], [-0.348102, 1.489203, -1.365908], [-0.148642, 0.626914, -0.514452], [1.303296, 0.596879, 2.493292], [-1.530850, -1.433069, -0.088314], [-0.905534, -0.061319, 0.696596], [-1.485309, -1.523945, -1.065036], [-1.299413, 2.013790, -1.419551], [0.457656, 1.799445, -2.231107], [1.989372, 0.981221, 3.036246], [-2.115676, -2.168122, 0.396940]],
  "forces_ev_per_a": [[-0.2, 0.1, 0.5], [1.0, 2.4, -3.6], [1.4, -0.8, -0.5], [-0.9, -1.7, -1.6], [-0.2, 0.7, 3.0], [-2.4, -2.6, 0.4], [0.4, -0.3, -1.4], [-0.1, 0.2, -0.2], [-1.8, -0.9, 2.4], [1.8, 1.4, 1.8], [1.1, 1.5, -0.6]],
  "charge": 1,
  "de_lowest_kcal_mol": 42.8,
  "smiles": "C=NP(=[NH2+])=C=N",
  "e_tot_ha": -584.486261
}

{
  "formula": "F8MnN4O16S8",
  "method": "wB97M-V/def2-TZVPD",
  "species": ["Mn", "N", "S", "O", "O", "F", "S", "O", "O", "F", "N", "S", "O", "O", "F", "S", "O", "O", "F", "N", "S", "O", "O", "F", "S", "O", "O", "F", "N", "S", "O", "O", "F", "S", "O", "O", "F"],
  "xyz": [[-23.097825, -22.073354, 13.236231], [-22.044044, -22.255600, 11.515998], [-20.802585, -21.374169, 10.931908], [-21.143923, -20.773376, 9.688964], [-19.520495, -21.910813, 11.135588], [-20.897484, -20.208548, 11.984474], [-22.204705, -23.475568, 10.409272], [-21.044866, -23.757661, 9.660269], [-23.474128, -23.459037, 9.816385], [-22.298384, -24.664001, 11.431793], [-25.542837, -18.472081, 14.040984], [-24.003647, -18.646043, 13.641884], [-23.346960, -17.553585, 13.039220], [-23.746618, -19.964278, 13.130368], [-23.371735, -18.649343, 15.075477], [-26.118913, -17.483350, 12.926280], [-25.751038, -17.880757, 11.601559], [-26.195086, -16.097462, 13.250454], [-27.663473, -17.912921, 13.000064], [-25.013598, -22.810875, 13.049774], [-26.543967, -22.099857, 12.897340], [-26.903551, -21.338351, 14.018055], [-27.525002, -22.866358, 12.235146], [-26.051567, -21.046212, 11.849126], [-25.381235, -24.352109, 13.360408], [-25.934736, -25.111690, 12.300035], [-25.949395, -24.510340, 14.658167], [-23.897470, -24.906784, 13.487426], [-22.231452, -21.939962, 15.115247], [-23.333248, -21.890186, 16.370932], [-24.452485, -21.169922, 15.907244], [-22.849866, -21.794412, 17.690419], [-23.788954, -23.391641, 16.187828], [-20.813622, -21.482952, 15.746697], [-20.137797, -22.566580, 16.359613], [-20.818360, -20.181015, 16.311119], [-20.094656, -21.250409, 14.348613]],
  "forces_ev_per_a": [[-0.5, 1.3, 0.3], [1.4, -1.0, -2.0], [-0.4, 2.3, 0.4], [0.0, -0.2, -0.1], [0.9, -0.7, 0.2], [-0.3, -0.2, 0.0], [-0.9, -0.7, 1.5], [0.7, 0.2, -0.5], [-1.0, 0.3, -0.7], [0.1, -0.2, 0.3], [1.2, 0.9, -0.9], [-0.6, -0.2, 1.9], [0.4, 0.6, -0.9], [0.5, -0.9, -0.2], [0.0, -0.5, 0.2], [-2.1, -0.4, -0.9], [0.1, 0.3, 0.0], [0.4, 0.1, 0.3], [0.4, -0.1, 0.4], [-2.5, -1.1, -0.3], [1.5, 2.3, -0.9], [-0.1, 0.1, 1.1], [-0.1, -0.9, -0.3], [-0.1, -0.1, -0.2], [0.4, -1.5, 0.8], [0.1, 0.1, -0.5], [-0.1, 0.1, 0.0], [0.2, 0.5, 0.1], [0.0, 0.7, 2.6], [-1.2, -1.4, -2.3], [-0.4, 0.7, 0.2], [0.7, 0.2, 0.4], [0.1, -0.2, 0.5], [0.9, 0.5, -1.8], [0.3, -0.1, 0.3], [-0.1, -0.1, 0.5], [-0.1, -0.4, 0.2]],
  "charge": -2,
  "de_lowest_kcal_mol": 0.0,
  "e_tot_ha": -6558.506246,
  "multiplicity": 6
}

Q: What is the formula in the first record?
A: C24H33GeN8O2PScSe

Q: Which formula does entry 2 have?
A: C5H11NO